1.
C48H45BrFN12O8SiW as an isolated structure in a non-equilibrium geometry, computed with wB97M-V/def2-TZVPD.

Atoms and positions in Å:
W1 0.941 -1.056 -1.226
F1 -5.161 1.447 0.678
C1 -3.984 1.771 1.267
C2 -2.815 1.396 0.673
C3 -1.601 1.749 1.264
C4 -0.355 1.250 0.709
O1 -0.295 0.810 -0.461
C5 0.802 1.418 1.529
C6 0.747 2.187 2.646
N1 -0.384 2.788 3.072
C7 -0.317 3.725 4.173
C8 -0.745 5.138 3.907
C9 0.705 4.817 4.091
C10 -1.594 2.484 2.460
C11 -2.809 2.855 3.039
C12 -4.018 2.503 2.460
N2 -5.219 2.869 3.098
C13 -6.379 2.008 3.107
C14 -7.473 2.479 2.148
N3 -7.771 3.925 2.425
C15 -6.535 4.765 2.306
C16 -5.523 4.258 3.337
C17 2.040 0.662 1.212
O2 3.082 0.864 1.774
O3 1.896 -0.261 0.263
H1 -2.827 0.801 -0.235
H2 1.644 2.348 3.229
H3 -0.527 3.285 5.141
H4 -1.263 5.678 4.687
H5 -1.082 5.370 2.905
H6 1.194 5.123 5.004
H7 1.342 4.845 3.217
H8 -2.821 3.373 3.987
H9 -6.788 1.978 4.126
H10 -6.092 0.994 2.843
H11 -8.383 1.897 2.288
H12 -7.145 2.393 1.115
H13 -8.126 4.009 3.380
H14 -8.494 4.260 1.789
H15 -6.791 5.811 2.468
H16 -6.140 4.639 1.299
H17 -5.944 4.385 4.344
H18 -4.619 4.858 3.275
N4 -1.869 -3.500 -0.675
C18 -1.577 -2.634 0.337
N5 -2.198 -2.609 1.501
N6 -1.570 -1.666 2.200
N7 -0.621 -1.144 1.510
N8 -0.593 -1.714 0.292
C19 -1.172 -3.382 -1.830
N9 -1.522 -3.763 -3.037
N10 -0.519 -3.368 -3.834
N11 0.410 -2.807 -3.161
N12 0.052 -2.814 -1.845
H19 -2.789 -3.909 -0.705
O4 1.736 -2.899 0.659
C20 2.723 -3.800 0.151
C21 2.907 -3.375 -1.335
O5 3.440 -4.033 -2.164
O6 2.460 -2.123 -1.556
C22 2.272 -5.241 0.362
C23 1.574 -5.548 1.528
C24 1.211 -6.854 1.815
C25 1.552 -7.877 0.944
C26 2.232 -7.578 -0.224
C27 2.590 -6.270 -0.520
C28 4.109 -3.537 0.764
C29 5.111 -4.500 0.687
C30 6.378 -4.223 1.172
C31 6.666 -2.981 1.721
C32 5.668 -2.024 1.811
C33 4.394 -2.304 1.338
H20 1.813 -2.883 1.619
H21 1.307 -4.773 2.234
H22 0.670 -7.070 2.728
H23 1.297 -8.902 1.180
H24 2.498 -8.368 -0.914
H25 3.118 -6.052 -1.436
H26 4.899 -5.464 0.246
H27 7.148 -4.981 1.116
H28 7.666 -2.756 2.067
H29 5.866 -1.048 2.235
H30 3.632 -1.547 1.414
C34 1.982 2.479 -2.085
Si1 2.204 0.653 -2.661
C35 1.764 0.633 -4.520
C36 4.110 0.497 -2.683
C37 4.799 -0.218 -1.700
C38 6.174 -0.391 -1.763
C39 6.890 0.156 -2.817
C40 6.228 0.890 -3.791
C41 4.854 1.062 -3.718
H31 2.128 3.151 -2.931
H32 2.732 2.724 -1.330
H33 0.997 2.686 -1.657
H34 1.962 1.605 -4.974
H35 0.721 0.376 -4.710
H36 2.376 -0.111 -5.033
H37 4.257 -0.639 -0.866
H38 6.686 -0.959 -0.996
H39 7.962 0.014 -2.876
H40 6.781 1.323 -4.614
H41 4.350 1.642 -4.484
Br1 -4.110 4.292 -6.020
C42 -3.373 2.895 -4.971
C43 -4.181 1.832 -4.598
C44 -3.645 0.824 -3.815
C45 -2.312 0.877 -3.426
C46 -1.509 1.942 -3.823
C47 -2.041 2.963 -4.593
C48 -1.772 -0.175 -2.524
O7 -2.511 -0.797 -1.780
O8 -0.473 -0.358 -2.618
H42 -5.213 1.798 -4.918
H43 -4.253 -0.015 -3.502
H44 -0.474 1.973 -3.511
H45 -1.432 3.801 -4.900

Output
**Total energy**: -6145.3863 a.u.
**Energy above the lowest of the compared OMol25 structures with the same formula, charge and spin**: 47.92 kcal/mol
**Charge**: +1
**F_max**: 0.05613 hartree/bohr
**HOMO level**: -10.27 eV



2.
C48H45ClIN7O4S3Y as an isolated structure in a non-equilibrium geometry, computed with wB97M-V/def2-TZVPD.

Atoms and positions in Å:
Y1 0.064 -0.108 0.688
C1 -1.480 3.627 3.915
C2 -1.688 2.243 4.367
N1 -2.157 2.036 5.588
C3 -2.572 0.864 6.003
C4 -2.552 -0.275 5.221
C5 -3.036 -1.578 5.740
O1 -2.297 -2.039 6.892
C6 -1.857 -0.163 3.973
C7 -1.611 -1.316 3.195
N2 -0.535 -1.569 2.454
C8 0.161 -2.668 2.895
C9 0.374 -2.911 4.264
C10 0.664 -4.187 4.744
C11 0.909 -5.195 3.825
C12 0.873 -4.922 2.435
C13 0.606 -3.671 1.979
I1 1.096 -3.124 -0.012
C14 -1.397 1.101 3.462
O2 -0.895 1.288 2.282
H1 -1.613 4.270 4.759
H2 -2.215 3.970 3.153
H3 -0.503 3.680 3.431
H4 -3.019 0.870 6.994
H5 -2.978 -2.323 4.946
H6 -4.140 -1.497 5.982
H7 -2.399 -1.355 7.556
H8 -2.372 -2.139 3.189
H9 0.249 -2.123 5.005
H10 0.744 -4.387 5.809
H11 1.301 -6.164 4.166
H12 1.041 -5.657 1.677
S1 1.594 -2.135 -3.262
C15 -0.063 -2.023 -3.143
N3 -0.972 -2.500 -3.993
N4 -0.492 -2.593 -5.290
C16 -0.879 -1.706 -6.306
C17 -1.435 -2.231 -7.515
C18 -1.614 -1.409 -8.605
C19 -1.004 -0.184 -8.682
C20 -0.580 0.376 -7.462
C21 -0.608 -0.303 -6.272
N5 -0.637 -1.402 -1.929
N6 -1.834 -1.846 -1.934
C22 -3.085 -1.858 -1.661
C23 -3.845 -1.466 -2.858
C24 -4.959 -0.738 -2.760
C25 -5.607 -0.369 -1.460
C26 -5.080 -1.179 -0.263
C27 -3.622 -1.670 -0.299
H13 -0.059 -3.487 -5.540
H14 -1.647 -3.292 -7.598
H15 -2.202 -1.765 -9.447
H16 -0.936 0.389 -9.575
H17 -0.272 1.428 -7.424
H18 -0.364 0.124 -5.320
H19 -3.346 -1.578 -3.816
H20 -5.447 -0.330 -3.626
H21 -6.708 -0.552 -1.485
H22 -5.752 -1.872 0.282
H23 -3.297 -2.523 0.338
O3 1.989 -0.068 1.630
S2 2.657 0.661 2.794
C28 3.063 2.366 2.151
C29 3.767 2.528 0.803
C30 3.341 3.913 0.163
C31 1.851 4.094 -0.100
S3 0.996 2.872 -1.173
O4 1.074 1.556 -0.395
C32 2.136 2.529 -2.476
C33 2.886 3.585 -3.064
C34 3.851 3.278 -4.030
C35 3.948 1.952 -4.474
C36 3.183 0.941 -3.948
C37 2.212 1.227 -2.963
C38 4.323 -0.012 2.628
C39 4.520 -1.340 2.232
C40 5.814 -1.832 2.108
C41 6.893 -1.064 2.506
C42 6.674 0.206 3.064
C43 5.388 0.749 3.127
H24 3.630 2.853 2.952
H25 2.084 2.890 2.141
H26 3.452 1.731 0.065
H27 4.850 2.510 0.866
H28 3.925 4.027 -0.765
H29 3.705 4.740 0.827
H30 1.615 5.083 -0.631
H31 1.275 4.115 0.792
H32 2.734 4.624 -2.810
H33 4.544 4.047 -4.461
H34 4.663 1.662 -5.251
H35 3.315 -0.130 -4.223
H36 1.520 0.423 -2.664
H37 3.674 -2.023 1.988
H38 5.981 -2.855 1.827
H39 7.889 -1.492 2.371
H40 7.466 0.816 3.473
H41 5.244 1.712 3.552
Cl1 -4.871 2.889 -2.464
C44 -4.243 1.821 -1.307
C45 -5.257 0.988 -0.617
C46 -4.765 0.121 0.466
C47 -3.280 -0.208 0.404
N7 -2.375 0.549 -0.344
C48 -2.875 1.509 -1.149
H42 -6.198 1.518 -0.460
H43 -5.170 0.309 1.464
H44 -2.906 -0.411 1.428
H45 -2.207 2.156 -1.727

Output
**Total energy**: -4530.6701 a.u.
**Energy above the lowest of the compared OMol25 structures with the same formula, charge and spin**: 115.57 kcal/mol
**Charge**: +1
**F_max**: 0.05194 hartree/bohr
**HOMO level (spin up / spin down)**: -8.27 / -8.34 eV



3.
C48H45CsN11S as an isolated structure, computed with wB97M-V/def2-TZVPD.

Atoms and positions in Å:
Cs1 -0.540 -0.188 0.013
C1 -3.185 1.958 3.489
C2 -3.663 3.161 3.013
C3 -3.610 3.416 1.653
C4 -3.088 2.455 0.799
N1 -2.609 1.302 1.265
C5 -2.654 1.068 2.571
C6 -3.051 2.654 -0.687
C7 -3.795 3.656 -1.299
C8 -3.727 3.797 -2.672
C9 -2.928 2.937 -3.402
C10 -2.225 1.955 -2.718
N2 -2.290 1.820 -1.395
C11 -1.340 0.997 -3.464
C12 -0.671 1.396 -4.617
C13 0.129 0.480 -5.281
C14 0.233 -0.807 -4.785
C15 -0.461 -1.118 -3.626
N3 -1.223 -0.239 -2.975
H1 -3.209 1.714 4.542
H2 -4.073 3.900 3.691
H3 -3.951 4.368 1.273
H4 -2.243 0.117 2.903
H5 -4.433 4.306 -0.719
H6 -4.299 4.569 -3.171
H7 -2.875 3.007 -4.479
H8 -0.753 2.415 -4.971
H9 0.670 0.772 -6.173
H10 0.843 -1.554 -5.277
H11 -0.414 -2.112 -3.190
S1 -0.036 -3.330 -0.106
C16 0.711 -3.399 1.448
N4 1.066 -4.562 1.929
N5 1.508 -4.621 3.246
C17 0.679 -4.587 4.349
C18 1.130 -5.139 5.554
C19 0.328 -5.119 6.683
C20 -0.942 -4.555 6.640
C21 -1.388 -4.007 5.444
C22 -0.596 -4.015 4.307
N6 1.206 -2.188 2.000
N7 1.397 -2.087 3.216
C23 2.333 -1.058 3.580
C24 2.841 -1.148 4.866
C25 3.772 -0.218 5.308
C26 4.167 0.820 4.475
C27 3.634 0.920 3.195
C28 2.727 -0.025 2.744
H12 2.324 -5.201 3.349
H13 2.119 -5.585 5.595
H14 0.697 -5.556 7.604
H15 -1.571 -4.548 7.521
H16 -2.373 -3.558 5.395
H17 -0.957 -3.591 3.381
H18 2.501 -1.960 5.500
H19 4.178 -0.294 6.309
H20 4.863 1.569 4.831
H21 3.912 1.749 2.555
H22 2.285 0.039 1.761
C29 4.141 0.937 -0.778
N8 3.150 -0.041 -1.243
C30 3.152 -0.034 -2.705
N9 4.471 -0.361 -3.263
C31 5.433 0.618 -2.742
N10 5.489 0.631 -1.279
C32 5.842 -0.720 -0.824
N11 4.893 -1.735 -1.289
C33 3.557 -1.378 -0.785
C34 4.854 -1.687 -2.751
H23 4.160 0.930 0.312
H24 3.852 1.932 -1.120
H25 2.849 0.954 -3.059
H26 2.430 -0.772 -3.059
H27 5.148 1.612 -3.092
H28 6.425 0.379 -3.133
H29 5.862 -0.729 0.267
H30 6.838 -0.968 -1.199
H31 3.567 -1.394 0.306
H32 2.827 -2.113 -1.130
H33 4.130 -2.422 -3.107
H34 5.841 -1.943 -3.144
C35 3.337 3.959 6.249
C36 2.339 3.060 6.599
C37 1.434 2.614 5.643
C38 1.493 3.058 4.322
C39 2.510 3.955 3.980
C40 3.418 4.399 4.929
C41 0.481 2.602 3.329
C42 0.375 3.003 2.071
C43 0.825 3.877 1.099
C44 1.650 3.439 0.009
C45 2.009 4.289 -1.018
C46 1.582 5.617 -1.062
C47 0.781 6.069 -0.009
C48 0.408 5.248 1.036
H35 4.043 4.313 6.991
H36 2.264 2.705 7.621
H37 0.669 1.894 5.918
H38 2.574 4.300 2.954
H39 4.196 5.097 4.640
H40 -0.225 1.875 3.749
H41 1.990 2.408 0.008
H42 2.643 3.909 -1.817
H43 1.867 6.273 -1.874
H44 0.448 7.103 -0.004
H45 -0.207 5.632 1.842

Output
**Total energy**: -2876.6949 a.u.
**Energy above the lowest of the compared OMol25 structures with the same formula, charge and spin**: 29.91 kcal/mol
**Charge**: -1
**F_max**: 0.01930 hartree/bohr
**HOMO level**: -2.81 eV



4.
C48H45F9GeMnN3O5P2 as an isolated structure, computed with wB97M-V/def2-TZVPD.

Atoms and positions in Å:
Mn1 -0.281 0.430 0.220
O1 -1.873 -2.666 -4.190
C1 -2.135 -1.422 -4.620
C2 -2.468 -1.258 -5.965
C3 -2.757 -0.004 -6.468
C4 -2.719 1.115 -5.639
C5 -2.381 0.960 -4.308
C6 -2.082 -0.294 -3.776
C7 -1.667 -0.374 -2.353
O2 -1.537 0.678 -1.690
N1 -1.424 -1.621 -1.883
N2 -1.006 -1.570 -0.601
C8 -0.841 -2.643 0.065
C9 -0.445 -2.520 1.469
C10 -0.113 -3.621 2.247
C11 0.282 -3.427 3.559
C12 0.306 -2.139 4.070
C13 -0.057 -1.095 3.229
N3 -0.408 -1.278 1.965
H1 -1.703 -2.598 -3.203
H2 -2.495 -2.138 -6.595
H3 -3.016 0.102 -7.515
H4 -2.949 2.096 -6.033
H5 -2.328 1.805 -3.635
H6 -1.009 -3.622 -0.384
H7 -0.145 -4.612 1.812
H8 0.571 -4.270 4.176
H9 0.604 -1.941 5.090
H10 -0.043 -0.067 3.571
C14 0.571 3.578 -1.558
P1 1.242 2.523 -0.213
C15 1.510 3.741 1.116
C16 2.924 2.153 -0.852
C17 4.049 2.859 -0.423
C18 5.307 2.575 -0.932
C19 5.458 1.582 -1.889
C20 4.351 0.859 -2.307
C21 3.084 1.122 -1.791
P2 1.601 0.152 -2.281
C22 1.518 0.597 -4.074
C23 2.235 -1.563 -2.427
H11 1.222 4.410 -1.834
H12 -0.390 3.963 -1.210
H13 0.375 2.957 -2.432
H14 1.991 4.660 0.776
H15 2.085 3.257 1.905
H16 0.523 3.976 1.519
H17 3.944 3.636 0.323
H18 6.169 3.133 -0.584
H19 6.435 1.367 -2.307
H20 4.483 0.068 -3.037
H21 2.461 0.429 -4.601
H22 1.238 1.647 -4.175
H23 0.733 0.000 -4.545
H24 3.165 -1.669 -2.990
H25 1.452 -2.150 -2.914
H26 2.355 -1.932 -1.409
F1 -3.622 2.809 3.916
C24 -2.613 2.079 3.396
F2 -1.476 2.559 3.907
F3 -2.753 0.824 3.857
C25 -2.567 2.087 1.833
O3 -1.384 1.652 1.425
C26 -2.814 3.548 1.331
F4 -4.094 3.952 1.444
F5 -2.062 4.424 2.025
F6 -2.468 3.670 0.046
C27 -3.737 1.184 1.298
F7 -4.022 1.470 0.021
F8 -3.387 -0.105 1.351
F9 -4.882 1.317 2.001
O4 2.029 0.843 2.263
C28 2.360 -0.108 1.543
O5 1.742 -0.497 0.499
C29 3.567 -0.962 1.943
C30 4.578 -1.113 0.802
Ge1 5.656 -2.738 0.879
C31 4.446 -4.265 1.092
C32 3.451 -4.474 0.134
C33 2.564 -5.534 0.250
C34 2.651 -6.397 1.336
C35 3.630 -6.197 2.299
C36 4.524 -5.138 2.174
C37 6.947 -2.780 2.350
C38 6.560 -2.398 3.635
C39 7.458 -2.451 4.694
C40 8.759 -2.888 4.480
C41 9.158 -3.270 3.206
C42 8.257 -3.216 2.149
C43 6.610 -2.943 -0.819
C44 7.165 -1.826 -1.444
C45 7.827 -1.943 -2.659
C46 7.944 -3.187 -3.267
C47 7.396 -4.307 -2.658
C48 6.733 -4.184 -1.442
H27 3.150 -1.939 2.221
H28 4.022 -0.525 2.831
H29 5.208 -0.223 0.722
H30 4.033 -1.186 -0.142
H31 3.373 -3.809 -0.719
H32 1.800 -5.682 -0.505
H33 1.956 -7.223 1.432
H34 3.702 -6.868 3.147
H35 5.288 -4.991 2.930
H36 5.546 -2.056 3.813
H37 7.142 -2.149 5.685
H38 9.460 -2.928 5.304
H39 10.172 -3.608 3.034
H40 8.578 -3.510 1.156
H41 7.065 -0.849 -0.983
H42 8.246 -1.064 -3.135
H43 8.456 -3.280 -4.217
H44 7.478 -5.277 -3.133
H45 6.291 -5.062 -0.982

Output
**Total energy**: -7206.3086 a.u.
**Multiplicity**: 6
**Energy above the lowest of the compared OMol25 structures with the same formula, charge and spin**: 0.00 kcal/mol
**Charge**: -1
**⟨S²⟩**: 8.754
**F_max**: 0.00887 hartree/bohr
**HOMO level (spin up / spin down)**: -4.90 / -5.63 eV



Question: Among the records above, which one has the lowest energy above the lowest of the compared OMol25 structures with the same formula, charge and spin?
Answer: C48H45F9GeMnN3O5P2